1.
26
Properties=species:S:1:pos:R:3:lowdin_charge:R:1 method="wB97M-V/def2-TZVPD" lumo_energy_ev=-0.4 energy_ev=-23288.0314 gap_ha=0.2703 e_above_lowest_kcal_mol=92.95
N -0.12055 0.64955 0.31849 -0.310
H -0.37728 2.68928 0.47949 0.054
H 0.49634 0.06220 0.90291 0.035
C -2.67903 -3.35692 0.91482 0.160
C -2.72131 -2.21880 0.55100 -0.121
H 4.78414 -0.54836 1.51220 0.050
C -3.12408 -0.95856 0.12528 -0.137
C 0.30802 1.94623 0.06116 -0.231
N 2.89704 -0.32080 0.72209 -0.126
C 3.74308 -0.40416 1.68082 -0.042
C -2.79242 1.18724 -0.85789 -0.097
N -2.39439 -0.10434 -0.50762 -0.168
P -0.44764 -0.45820 -0.91197 0.665
H 2.91700 0.30279 -1.32235 0.034
H -2.51555 -4.20860 1.50368 0.034
H 4.40623 -0.37548 -0.74375 0.119
H 3.26905 -0.29401 2.70336 0.086
H -3.87932 1.33653 -0.47482 0.127
H -2.21678 1.85494 -0.31853 0.036
H 2.88457 -1.43567 -1.01378 0.077
H -4.13999 -0.71314 0.28670 0.117
H 0.17322 2.06583 -1.15550 0.119
C 3.17311 -0.44605 -0.66337 -0.158
H -2.58304 1.42872 -1.91678 0.107
H 1.33125 2.12250 0.32922 0.053
O -0.39169 0.19728 -2.20487 -0.481

2.
18
Properties=species:S:1:pos:R:3:lowdin_charge:R:1 method="wB97M-V/def2-TZVPD" lumo_energy_ev=-0.8 energy_ev=-7885.4568 gap_ha=0.2020 e_above_lowest_kcal_mol=117.02
H 1.50766 -0.55115 1.94577 0.107
C -1.54584 -0.77882 -0.95301 0.004
H 2.61637 1.39452 -1.06072 0.050
C -1.01134 -0.57152 0.37872 -0.410
H -2.82122 0.43553 1.22561 0.075
H 0.24107 -0.35325 -1.78448 0.111
C 2.09692 0.53440 -1.47771 0.014
N 1.10858 0.23990 1.44862 0.110
C 0.43360 -0.08564 0.26898 -0.305
H 1.86770 0.86746 1.21096 0.084
H -2.02436 0.07277 -1.42456 0.058
H -1.27517 0.88420 1.99182 0.061
C 0.96359 0.00783 -0.99015 -0.213
H -0.87164 -1.40712 1.08980 0.138
C -1.76028 0.60689 1.06621 -0.071
H -1.71862 -1.72646 -1.45949 0.054
H -1.64787 1.46529 0.40209 0.084
H 2.55372 0.11109 -2.36950 0.049

3.
16
Properties=species:S:1:pos:R:3:lowdin_charge:R:1 method="wB97M-V/def2-TZVPD" lumo_energy_ev=3.8 energy_ev=-24785.5382 total_charge=-1 gap_ha=0.3291 e_above_lowest_kcal_mol=0.00
C 0.86606 -1.50864 -0.25395 -0.220
O -2.37891 -0.30113 1.07965 -0.307
H -1.29709 1.74651 1.67178 0.125
O -1.13480 1.89554 -0.80328 -0.029
O -0.29247 -1.66336 0.60898 -0.217
H 2.65193 -0.21692 -0.37898 0.145
C 1.56477 -0.18720 0.08986 -0.201
H 1.77291 0.05576 1.18052 0.137
O 0.95610 1.02549 -0.29089 -0.059
H 0.56680 -1.44865 -1.27557 0.093
O -0.36096 1.66089 1.34580 0.033
H -1.15047 1.43922 -1.64519 0.055
H 1.53324 -2.30770 -0.04768 0.101
C -0.35709 1.04382 0.13365 -0.666
P -1.37300 -0.52291 0.05002 0.378
O -1.56702 -0.71072 -1.46473 -0.367